1.
Here is the molecule C3H3FS from the Open Molecules 2025 dataset. Energies are from wB97M-V/def2-TZVPD.

Summary:
Net charge = 0
SMILES string = C=CC(F)=S
Spin multiplicity = 1
LUMO level = -1.30 eV

```
8
Properties=species:S:1:pos:R:3:forces:R:3:nbo_charge:R:1
C -1.178344 -0.270864 -0.236457 0.1192 2.9499 1.8836 -0.20
C -0.152212 0.493919 0.198493 -1.0819 2.4549 0.8488 -0.37
C 1.179414 0.074678 0.095882 1.6817 -3.4544 -1.2676 0.22
F 1.001673 -1.429925 -0.470242 1.4923 2.9450 1.1227 -0.46
S 2.626684 0.679013 0.423052 -1.2925 -0.7853 -0.3964 0.14
H -2.163947 0.038842 -0.007347 -0.9199 0.7079 0.0531 0.19
H -1.165323 -1.178640 -0.710480 0.8594 -1.9535 -0.9858 0.22
H -0.147947 1.592975 0.707096 -0.8583 -2.8644 -1.2585 0.25
```
Positions in Å, forces in eV/Å.


2.
Here is a structure of composition C3H3FeO2 from the Open Molecules 2025 dataset. Energies are from wB97M-V/def2-TZVPD.

Summary:
Net charge = +1
Spin multiplicity = 7
LUMO level (spin up / spin down) = -6.13 / -7.95 eV

```
9
Properties=species:S:1:pos:R:3:forces:R:3:nbo_charge:R:1
C -0.696570 0.972723 0.421641 0.3257 -0.5849 -0.7487 -0.58
C -0.814586 -0.324466 -0.323633 -1.0858 -0.0973 0.9200 -0.23
H -1.152515 -1.166909 0.312164 0.0507 0.3901 -0.1766 0.23
H -1.480941 1.091371 1.183328 0.5658 0.8224 -0.3250 0.21
H -1.453944 -0.349354 -1.224514 0.5830 0.1659 0.1161 0.24
O 2.423832 -0.219877 0.391014 -3.2088 -2.5601 1.9055 -0.59
C 1.352394 -0.859363 0.509493 3.6635 3.8589 -4.1677 0.85
O 0.567379 -0.610428 -0.697533 0.5801 -1.4188 1.2603 -0.57
Fe 1.254950 1.466304 -0.571962 -1.4742 -0.5762 1.2161 1.44
```
Positions in Å, forces in eV/Å.


3.
Here is a structure of composition C3H3HgLiO3 from the Open Molecules 2025 dataset. Energies are from wB97M-V/def2-TZVPD.

Summary:
Net charge = +3
Spin multiplicity = 2
LUMO level (spin up / spin down) = -16.64 / -16.64 eV

```
11
Properties=species:S:1:pos:R:3:forces:R:3:nbo_charge:R:1
O 0.859867 0.634270 -0.439323 -1.3163 1.5790 -0.1859 -0.69
C -0.291516 0.960292 -0.126924 2.7814 -5.4282 -0.5784 1.05
C 0.544880 -1.724104 -0.051728 -1.3763 -0.8651 -0.0079 -0.11
O -0.692375 2.019435 0.354381 1.4895 -2.7363 1.3584 -0.85
O -1.195160 -0.120903 0.020898 -1.3316 1.7915 -0.1755 -0.43
C -0.768703 -1.316482 0.332126 2.7040 0.3282 0.8300 0.38
Li 2.360054 1.689684 -1.005563 0.6859 -0.1633 -0.1492 0.99
H 1.170491 -2.167740 0.725124 -0.0197 -0.2898 -0.1909 0.29
H 0.808348 -1.822265 -1.106180 0.2289 0.3411 0.1980 0.28
H -1.291984 -1.760632 1.181004 -0.4709 -0.3886 -0.4038 0.28
Hg -1.503902 3.608446 0.116183 -3.3750 5.8315 -0.6948 1.80
```
Positions in Å, forces in eV/Å.


4.
Here is the molecule C3H3IN2O from the Open Molecules 2025 dataset. Energies are from wB97M-V/def2-TZVPD.

Summary:
Net charge = 0
Spin multiplicity = 1
LUMO level = 0.11 eV

```
10
Properties=species:S:1:pos:R:3:forces:R:3:nbo_charge:R:1
C 1.208208 -1.343479 -0.249586 -0.2410 1.5451 1.5603 0.25
C 0.920163 -0.177420 0.563831 1.7001 0.1844 1.3940 -0.34
C -1.397283 -0.274453 0.458981 -1.7525 -0.1371 0.2921 -0.03
N 1.351802 -2.248026 -0.905697 0.5002 -2.1078 -1.5637 -0.27
N -0.365568 0.360116 0.094610 1.5270 0.5457 0.3615 -0.17
O -0.171694 1.439346 -0.749086 0.2597 0.1633 -0.0934 -0.53
I -3.198255 0.625398 -0.327377 0.3482 -0.2317 0.0837 0.05
H 1.863536 0.461141 0.586733 -1.7068 0.0599 -0.7412 0.27
H 0.844774 -0.409111 1.654214 -0.3718 -0.2919 -1.0353 0.28
H -1.055687 1.566488 -1.126619 -0.2632 0.2701 -0.2579 0.48
```
Positions in Å, forces in eV/Å.


5.
Here is the molecule C3H3IN2S from the Open Molecules 2025 dataset. Energies are from wB97M-V/def2-TZVPD.

Summary:
Net charge = 0
SMILES string = Cc1nsnc1I
Spin multiplicity = 1
LUMO level = 0.06 eV

```
10
Properties=species:S:1:pos:R:3:forces:R:3:nbo_charge:R:1
C -0.272455 0.108459 0.214188 0.8011 -0.9633 -0.5386 0.19
C 0.424516 -1.310634 0.064528 -1.8700 2.8589 -0.0098 0.01
C 0.146383 1.423473 -0.427220 0.0038 -2.5843 1.2183 -0.65
N -1.354368 0.045068 0.872543 -1.0414 -1.3554 1.3435 -0.56
N -0.284551 -2.207800 0.636635 0.4558 -0.4729 0.2356 -0.60
S -1.616800 -1.565789 1.409079 1.1571 1.1320 -1.2465 0.72
I 2.089730 -1.485522 -1.215045 -0.4805 -0.2925 0.5933 0.19
H 1.027296 1.680830 0.075334 1.8819 0.4627 0.2842 0.23
H 0.340494 1.074643 -1.407778 0.2465 0.8850 -1.4574 0.23
H -0.500245 2.237271 -0.222262 -1.1543 0.3298 -0.4227 0.24
```
Positions in Å, forces in eV/Å.


6.
Here is a structure of composition C3H3IrLiO3 from the Open Molecules 2025 dataset. Energies are from wB97M-V/def2-TZVPD.

Summary:
Net charge = 0
Spin multiplicity = 6
LUMO level (spin up / spin down) = -0.87 / -1.14 eV

```
11
Properties=species:S:1:pos:R:3:forces:R:3:nbo_charge:R:1
H 0.977603 -0.717205 -1.784442 -0.3758 -0.5204 0.6156 -0.19
C 0.818114 -1.451558 0.499878 -0.3497 0.4132 0.4180 0.11
C -0.177448 -1.171312 -0.452967 0.9985 1.2661 0.5665 -0.02
O -0.440509 0.239831 -0.457933 0.4293 -0.0625 -0.1902 -0.63
C -1.616368 0.682469 -0.966875 -0.6714 0.6329 -0.7882 0.23
O -1.529306 1.841720 -1.426926 -0.5581 -0.3446 0.4154 -0.79
O 1.857640 -0.640898 0.580817 -0.9518 -2.2365 1.5981 -0.75
Li -3.369931 1.455049 -1.600427 0.7410 -0.1103 0.1206 0.91
H 0.542226 -2.059699 1.374573 0.7228 -0.3869 -0.5891 0.18
H -1.093017 -1.764156 -0.487835 0.3254 0.0711 -0.3483 0.22
Ir 1.975908 0.839871 -0.672843 -0.3102 1.2779 -1.8183 0.73
```
Positions in Å, forces in eV/Å.


7.
Here is a structure of composition C3H3LaO2 from the Open Molecules 2025 dataset. Energies are from wB97M-V/def2-TZVPD.

Summary:
Net charge = +2
Spin multiplicity = 1
LUMO level (spin up / spin down) = -9.48 / -9.91 eV

```
9
Properties=species:S:1:pos:R:3:forces:R:3:nbo_charge:R:1
C -1.598914 -0.669456 0.772156 1.6520 3.1050 -0.9360 0.59
C -0.416052 -0.720486 -0.121722 -0.2158 -0.6277 -1.2829 -0.72
H -2.281778 0.115043 0.389389 -0.8719 -0.7282 1.2719 0.20
H -0.943941 -0.473042 -1.077730 0.6765 -0.7530 -0.0426 0.29
H 0.209329 -1.621760 -0.162865 -0.3655 0.2146 -0.0626 0.29
O -0.297949 1.014291 1.293462 -0.9511 0.0003 -0.1946 -0.51
C 0.333118 0.516574 0.348517 0.4641 -1.7845 2.0315 0.83
La 3.431842 1.121453 -1.533157 -1.1262 -0.1357 1.2632 1.91
O 1.564343 0.717381 0.091950 0.7378 0.7093 -2.0479 -0.88
```
Positions in Å, forces in eV/Å.


8.
Here is a structure of composition C3H3LiLuO4 from the Open Molecules 2025 dataset. Energies are from wB97M-V/def2-TZVPD.

Summary:
Net charge = +3
Spin multiplicity = 1
LUMO level = -16.48 eV

```
12
Properties=species:S:1:pos:R:3:forces:R:3:nbo_charge:R:1
C -1.388238 0.658623 0.804836 -0.1749 0.7122 1.1309 0.46
C -0.665964 0.649287 -0.511554 -1.9204 0.5410 -0.3092 -0.21
O 0.720428 0.349378 -0.418162 2.0109 0.9340 0.0489 -0.68
C 1.153327 -0.979406 -0.271928 -1.8767 -3.4853 1.6970 0.96
O 0.799883 -1.827706 0.527370 -0.3162 2.5855 -0.5272 -0.59
O 1.956140 -1.227436 -1.198045 4.2326 2.9927 -2.6070 -0.79
O -0.932371 0.225138 1.840144 0.0042 -0.2697 -0.8206 -0.58
H -2.363206 1.182803 0.780463 0.0561 -0.2954 -0.0387 0.22
H -0.757725 1.643775 -0.965810 0.0292 -0.1509 0.1322 0.26
H -1.206191 -0.051818 -1.169590 0.3761 -0.0118 -0.0356 0.28
Lu 2.797118 0.874908 -1.570608 -2.1781 -3.2958 0.6864 2.71
Li -0.113198 -1.497542 2.152886 -0.2430 -0.2565 0.6430 0.97
```
Positions in Å, forces in eV/Å.